# 1
{
  "formula": "C5H12N2O",
  "method": "ωB97M-V with the def2-TZVPD basis set",
  "e_above_lowest_kj_mol": 199.5,
  "mol_weight_g_mol": 116.2,
  "orbital_gap_ev": 9.25,
  "symbols": ["C", "C", "C", "C", "C", "N", "N", "O", "H", "H", "H", "H", "H", "H", "H", "H", "H", "H", "H", "H"],
  "xyz": [[0.491, -0.143, -0.383], [-1.334, -0.357, 1.230], [0.151, 0.084, 1.102], [0.808, 1.179, -1.093], [1.621, -1.142, -0.584], [-0.748, -0.758, -0.893], [-1.851, -0.288, -0.134], [-2.076, 0.379, 2.141], [-2.074, 1.309, 1.884], [-0.905, -0.588, -1.880], [-2.060, 0.702, -0.344], [-1.402, -1.400, 1.552], [0.223, 1.135, 1.360], [0.786, -0.484, 1.770], [1.099, 0.992, -2.128], [1.629, 1.690, -0.590], [-0.057, 1.846, -1.099], [1.816, -1.287, -1.650], [1.351, -2.102, -0.150], [2.532, -0.769, -0.111]]
}

# 2
{
  "formula": "C31H41ClCuN8OSi3",
  "method": "ωB97M-V with the def2-TZVPD basis set",
  "e_above_lowest_kj_mol": 155.5,
  "mol_weight_g_mol": 725.0,
  "spin_multiplicity": 2,
  "s_squared": 0.754,
  "orbital_gap_ev": [6.64, 6.52],
  "symbols": ["Cu", "Cl", "C", "C", "C", "C", "O", "C", "C", "N", "C", "C", "C", "C", "C", "C", "C", "C", "N", "C", "C", "H", "H", "H", "H", "H", "H", "H", "H", "H", "H", "C", "Si", "C", "C", "C", "Si", "C", "C", "C", "Si", "C", "C", "C", "C", "C", "C", "C", "N", "H", "H", "H", "H", "H", "H", "H", "H", "H", "H", "H", "H", "H", "H", "H", "H", "H", "H", "H", "H", "H", "H", "H", "H", "H", "H", "H", "H", "N", "N", "N", "C", "N", "N", "H", "H", "H"],
  "xyz": [[0.004, -0.154, 0.664], [-2.796, -4.917, -4.117], [-2.263, -3.563, -3.157], [-2.515, -2.260, -3.590], [-2.111, -1.192, -2.826], [-1.444, -1.364, -1.594], [-1.152, -0.316, -0.874], [-1.150, -2.692, -1.197], [-0.361, -3.018, -0.029], [0.227, -2.169, 0.724], [1.083, -2.542, 1.795], [1.528, -3.832, 2.057], [2.322, -4.099, 3.161], [2.639, -3.054, 4.026], [2.242, -1.754, 3.765], [2.414, -0.659, 4.714], [2.111, 0.588, 4.366], [1.774, 0.911, 2.933], [1.157, -0.193, 2.226], [1.512, -1.451, 2.584], [-1.585, -3.771, -1.985], [-3.024, -2.096, -4.531], [-2.297, -0.180, -3.165], [-0.237, -4.085, 0.166], [1.252, -4.646, 1.397], [2.671, -5.104, 3.355], [3.201, -3.256, 4.932], [2.729, -0.901, 5.724], [2.167, 1.408, 5.073], [1.036, 1.736, 2.949], [-1.366, -4.783, -1.664], [-1.451, 0.854, 4.019], [-2.375, 1.112, 2.406], [-3.167, -0.545, 2.033], [-3.731, 2.364, 2.749], [-1.247, 1.686, 1.024], [-0.177, 2.982, 1.385], [3.031, 1.433, 2.221], [1.037, 3.651, 0.174], [-0.200, 4.006, 2.926], [-2.110, 1.998, -0.623], [-3.821, 1.270, -0.831], [-2.553, 3.877, -0.556], [-1.140, 2.007, -2.258], [-1.789, 2.446, -3.416], [-1.122, 2.438, -4.629], [0.196, 2.011, -4.659], [0.780, 1.621, -3.463], [0.142, 1.607, -2.296], [-2.083, 0.273, 4.696], [-1.198, 1.784, 4.535], [-0.530, 0.290, 3.859], [-3.478, -1.009, 2.972], [-2.456, -1.220, 1.543], [-4.043, -0.462, 1.392], [-4.416, 1.976, 3.510], [-4.319, 2.591, 1.856], [-3.316, 3.307, 3.124], [2.810, 1.730, 1.194], [3.784, 0.642, 2.198], [3.449, 2.288, 2.762], [1.347, 2.857, -0.508], [1.905, 4.076, 0.682], [0.568, 4.441, -0.423], [-0.779, 3.533, 3.717], [-0.657, 4.975, 2.698], [0.815, 4.192, 3.285], [-4.495, 1.738, -0.108], [-3.872, 0.190, -0.716], [-4.198, 1.522, -1.828], [-2.957, 4.167, 0.420], [-3.305, 4.146, -1.307], [-1.676, 4.506, -0.759], [-2.818, 2.785, -3.363], [-1.619, 2.762, -5.535], [0.759, 1.980, -5.582], [1.817, 1.297, -3.442], [5.231, 0.731, -1.762], [4.058, 0.054, -1.458], [3.971, -1.250, -1.514], [2.733, -1.431, -1.060], [2.126, -0.275, -0.763], [3.004, 0.676, -1.021], [5.741, 0.156, -2.419], [4.973, 1.622, -2.168], [2.278, -2.400, -0.952]]
}

# 3
{
  "formula": "C6H14N3O",
  "method": "ωB97M-V with the def2-TZVPD basis set",
  "e_above_lowest_kj_mol": 377.0,
  "mol_weight_g_mol": 144.2,
  "orbital_gap_ev": [8.99, 8.99],
  "charge": 1,
  "symbols": ["C", "C", "C", "C", "C", "C", "N", "N", "N", "O", "H", "H", "H", "H", "H", "H", "H", "H", "H", "H", "H", "H", "H", "H"],
  "xyz": [[2.212, 0.421, 0.002], [1.134, -1.727, 0.230], [-2.086, -0.990, 0.735], [-1.824, 1.509, 0.510], [-1.233, 0.117, -1.455], [-1.289, 0.126, 0.106], [0.013, 0.056, 0.693], [2.288, -0.870, -0.063], [3.353, 1.074, 0.001], [1.032, 0.985, 0.303], [0.941, -2.232, 1.055], [0.742, -2.273, -0.675], [-3.167, -0.855, 0.661], [-1.748, -1.873, 0.315], [-1.664, -0.976, 1.700], [-1.414, 2.243, -0.121], [-1.651, 1.790, 1.598], [-2.908, 1.425, 0.335], [-1.873, 0.886, -1.825], [-0.317, 0.500, -1.823], [-1.424, -0.811, -1.983], [3.134, -1.165, -0.462], [4.272, 0.571, -0.012], [3.478, 2.068, 0.174]]
}

# 4
{
  "formula": "HO2RhS",
  "method": "ωB97M-V with the def2-TZVPD basis set",
  "mol_weight_g_mol": 168.0,
  "spin_multiplicity": 6,
  "s_squared": 8.777,
  "orbital_gap_ev": [8.28, 7.56],
  "charge": 1,
  "symbols": ["Rh", "S", "O", "O", "H"],
  "xyz": [[0.556, -0.836, 0.144], [2.212, 0.994, 0.119], [0.323, 1.034, 0.296], [-1.285, -0.782, 0.078], [-1.806, -0.410, -0.636]]
}

# 5
{
  "formula": "C6H10",
  "method": "ωB97M-V with the def2-TZVPD basis set",
  "e_above_lowest_kj_mol": 400.5,
  "mol_weight_g_mol": 82.1,
  "orbital_gap_ev": [7.82, 7.81],
  "symbols": ["C", "C", "C", "C", "C", "C", "H", "H", "H", "H", "H", "H", "H", "H", "H", "H"],
  "xyz": [[-0.606, 0.636, 1.068], [0.083, -0.727, 1.185], [1.165, -0.824, 0.096], [0.717, -0.472, -1.211], [-0.422, 0.202, -1.441], [-1.226, 0.839, -0.326], [0.169, 1.389, 1.247], [-1.373, 0.768, 1.840], [-0.679, -1.527, 1.027], [0.475, -0.905, 2.191], [1.994, -1.486, 0.258], [2.527, -0.042, -0.717], [1.608, -0.520, -1.876], [-0.780, 0.333, -2.458], [-2.251, 0.445, -0.349], [-1.324, 1.923, -0.507]]
}

# 6
{
  "formula": "C11H12N3O",
  "method": "ωB97M-V with the def2-TZVPD basis set",
  "e_above_lowest_kj_mol": 50.4,
  "mol_weight_g_mol": 202.2,
  "orbital_gap_ev": 7.83,
  "charge": 1,
  "symbols": ["C", "C", "C", "C", "C", "C", "C", "C", "C", "C", "C", "N", "N", "N", "O", "H", "H", "H", "H", "H", "H", "H", "H", "H", "H", "H", "H"],
  "xyz": [[-4.290, -0.524, -0.037], [-3.845, 0.546, 0.805], [-3.389, -1.301, -0.755], [-2.454, 0.810, 0.906], [-2.064, -0.957, -0.788], [-1.573, 0.072, 0.076], [1.411, 1.792, 0.389], [-0.196, 0.412, 0.164], [3.203, -1.459, 1.066], [2.115, 0.490, -0.029], [2.625, 0.646, -1.461], [0.107, 1.735, 0.469], [0.898, -0.312, -0.215], [3.111, -0.112, 0.860], [2.324, -2.220, 0.697], [-5.265, -0.986, 0.005], [-4.515, 1.249, 1.231], [-3.730, -2.018, -1.430], [-2.113, 1.411, 1.809], [-1.288, -1.586, -1.237], [1.854, 2.745, 0.487], [4.100, -1.845, 1.693], [2.840, -0.330, -1.824], [3.504, 1.392, -1.410], [1.685, 1.130, -2.030], [0.959, -1.226, -0.558], [3.985, 0.447, 1.117]]
}

# 7
{
  "formula": "C4H9ClN2",
  "method": "ωB97M-V with the def2-TZVPD basis set",
  "e_above_lowest_kj_mol": 250.0,
  "mol_weight_g_mol": 120.6,
  "orbital_gap_ev": 8.87,
  "symbols": ["C", "C", "C", "C", "N", "N", "Cl", "H", "H", "H", "H", "H", "H", "H", "H", "H"],
  "xyz": [[0.473, -0.180, -0.145], [2.135, 1.420, 0.991], [1.821, 0.470, -0.266], [-2.207, -0.732, -0.623], [-0.101, -0.772, -1.077], [-2.827, -1.904, -0.405], [-2.329, 0.379, 0.665], [-0.062, 0.170, 0.741], [2.133, 0.983, 2.081], [3.048, 1.971, 0.923], [1.272, 2.129, 0.968], [1.774, 1.232, -1.014], [2.681, -0.180, -0.351], [-2.542, -0.205, -1.550], [-2.556, -2.358, 0.426], [-2.713, -2.422, -1.365]]
}

# 8
{
  "formula": "C6H9NO",
  "method": "ωB97M-V with the def2-TZVPD basis set",
  "e_above_lowest_kj_mol": 300.3,
  "mol_weight_g_mol": 111.1,
  "orbital_gap_ev": 9.30,
  "symbols": ["C", "C", "C", "O", "H", "H", "H", "H", "H", "H", "C", "C", "C", "N", "H", "H", "H"],
  "xyz": [[2.157, -0.541, 0.615], [2.696, 0.596, 0.158], [-0.099, -0.703, -0.705], [-0.411, -1.845, -0.462], [0.475, -0.449, -1.623], [1.716, -0.576, 1.599], [2.361, -1.504, 0.146], [2.759, 1.490, 0.759], [3.300, 0.591, -0.742], [0.776, 1.609, -0.317], [-2.261, 0.474, 0.172], [-3.018, -0.615, 0.078], [-0.859, 0.564, -0.224], [-0.262, 1.673, -0.152], [-2.663, 1.406, 0.549], [-2.635, -1.553, -0.290], [-4.034, -0.615, 0.440]]
}

> What is the formula in the first record?

C5H12N2O